93
Properties=species:S:1:pos:R:3:forces:R:3 method="wB97M-V/def2-TZVPD" homo_ha=-0.385 lumo_energy_ev=-4.33 total_energy_ev=-117115.9019 total_charge=+1 orbital_gap_ev=6.14
V -0.9431 0.0332 1.0152 -0.235 -0.139 -0.066
O 3.5256 0.4039 1.7723 -0.040 -0.002 -0.007
C 3.4250 1.0842 2.9402 -0.005 0.024 0.007
C 4.6134 1.4691 3.5570 -0.008 -0.010 -0.025
C 4.5839 2.1674 4.7455 -0.002 0.001 0.003
C 3.3700 2.4992 5.3464 0.014 -0.004 -0.003
C 2.1939 2.1129 4.7445 0.005 -0.005 0.019
C 2.1956 1.3987 3.5399 -0.015 -0.077 0.092
C 0.9174 0.9831 2.9418 0.059 0.093 -0.009
O 0.9170 0.5020 1.7266 -0.029 -0.016 -0.085
N -0.1827 1.1015 3.6203 0.038 -0.013 -0.044
N -1.2963 0.7392 2.8544 0.062 0.142 0.086
C -2.3974 1.0496 3.4816 -0.119 -0.026 -0.101
S -3.9783 0.6582 2.8854 0.028 0.033 0.019
C -4.8244 1.0426 4.4452 0.009 0.008 0.019
C -4.0931 2.2073 5.0756 -0.032 -0.021 0.004
S -2.3123 1.8692 4.9961 0.026 0.036 0.007
H 2.6172 0.3094 1.4303 0.022 0.000 0.002
H 5.5463 1.2111 3.0743 0.002 0.002 0.002
H 5.5153 2.4649 5.2094 0.001 0.000 0.000
H 3.3519 3.0560 6.2726 -0.001 0.001 0.001
H 1.2407 2.3610 5.1908 -0.005 -0.007 -0.007
H -4.8049 0.1616 5.0852 0.007 -0.006 -0.009
H -5.8564 1.2905 4.2019 -0.002 -0.003 -0.008
H -4.3611 2.3253 6.1245 0.002 -0.005 0.003
H -4.2973 3.1393 4.5493 0.017 -0.004 -0.004
C -0.5891 -4.1026 3.7209 -0.006 -0.001 0.001
C -1.8233 -3.6208 3.3106 0.004 0.012 -0.008
C -1.8680 -2.4860 2.5255 -0.017 -0.017 0.012
N -0.7612 -1.8336 2.1434 0.069 0.119 -0.097
C 0.4290 -2.2984 2.5427 -0.017 -0.005 0.000
C 0.5549 -3.4281 3.3289 0.010 0.009 -0.010
H -0.5218 -4.9894 4.3366 0.000 0.000 0.001
H -2.7430 -4.1137 3.5913 -0.002 0.000 0.000
H -2.8078 -2.0702 2.1880 0.001 -0.006 0.005
H 1.2937 -1.7380 2.2156 0.010 -0.012 0.010
H 1.5388 -3.7620 3.6253 -0.001 -0.003 0.002
C -2.8363 -0.6053 -1.9652 -0.022 -0.012 -0.042
C -3.4691 -0.2494 -0.6158 -0.002 0.049 0.088
C -4.4947 -1.3037 -0.2028 -0.031 -0.011 -0.016
C -4.0864 1.1493 -0.6931 -0.001 0.015 -0.043
N -2.3944 -0.2242 0.3620 0.206 -0.090 0.024
H -3.6041 -0.5553 -2.7379 -0.001 0.000 0.004
H -2.4262 -1.6148 -1.9627 -0.002 0.005 0.009
H -2.0450 0.1015 -2.2161 0.009 0.001 0.006
H -5.2855 -1.3543 -0.9517 0.002 0.014 -0.005
H -4.9495 -1.0598 0.7571 0.007 -0.011 -0.012
H -4.0319 -2.2901 -0.1375 0.002 0.002 0.007
H -4.8604 1.1523 -1.4614 -0.002 -0.014 0.004
H -3.3300 1.8845 -0.9688 -0.001 -0.004 0.009
H -4.5361 1.4470 0.2510 0.005 0.001 0.029
N 3.4789 -2.7935 -3.9798 0.001 -0.008 0.009
C 3.9107 -3.8149 -4.7972 -0.004 -0.010 0.002
C 4.9480 -3.9030 -5.7230 0.008 -0.008 -0.019
C 5.0885 -5.1116 -6.3690 0.009 0.013 0.000
C 4.2315 -6.1984 -6.1087 -0.017 -0.009 0.009
C 3.2086 -6.1043 -5.1936 0.012 -0.001 -0.016
C 3.0482 -4.8864 -4.5268 -0.004 0.020 0.014
N 2.1208 -4.5181 -3.5737 0.004 -0.004 0.003
C 2.4082 -3.2798 -3.2771 0.008 -0.004 -0.010
C 1.6556 -2.5074 -2.2923 -0.010 -0.004 0.004
C 1.9739 -1.2014 -1.9352 -0.016 0.012 0.004
C 1.2067 -0.5490 -0.9919 0.003 -0.029 -0.019
N 0.1555 -1.1269 -0.3968 -0.007 0.147 0.015
C -0.1593 -2.3862 -0.7426 0.030 -0.010 -0.013
C 0.5555 -3.1023 -1.6702 -0.022 0.020 0.008
H 3.8729 -1.8713 -3.9289 -0.005 0.004 -0.006
H 5.6092 -3.0722 -5.9293 -0.001 0.003 0.005
H 5.8789 -5.2314 -7.0976 0.000 0.002 -0.001
H 4.3869 -7.1245 -6.6450 -0.002 -0.002 0.001
H 2.5456 -6.9336 -4.9893 0.001 -0.002 0.001
H 2.8084 -0.6694 -2.3698 0.004 -0.005 -0.003
H 1.4201 0.4686 -0.6983 0.018 -0.007 -0.004
H -1.0173 -2.8196 -0.2473 0.007 -0.009 0.003
H 0.2771 -4.1136 -1.9281 0.009 -0.005 -0.005
O -1.2188 3.1681 1.2614 -0.051 0.047 -0.034
C -0.8543 2.7891 0.1700 -0.027 -0.048 -0.107
O -0.6237 1.5391 -0.1581 -0.057 -0.180 0.235
C -0.6595 3.7372 -0.9805 0.087 0.053 0.076
C -0.9331 5.0861 -0.7915 -0.004 -0.017 -0.018
C -0.7534 5.9524 -1.8514 0.002 0.002 -0.010
C -0.3009 5.5406 -3.0912 -0.007 -0.013 0.044
C -0.0346 4.1938 -3.2349 -0.038 -0.012 -0.021
C -0.2075 3.2838 -2.2103 -0.002 0.006 -0.026
N 0.4617 3.6997 -4.5368 0.132 0.045 0.054
O 0.7009 2.5112 -4.6242 -0.036 -0.042 -0.016
O 0.6163 4.5116 -5.4187 -0.050 0.004 -0.036
N -1.0554 7.3888 -1.6561 0.015 -0.008 -0.002
O -1.4552 7.7250 -0.5634 -0.013 0.006 0.016
O -0.8817 8.1231 -2.6028 0.000 0.012 -0.014
H -1.2797 5.4460 0.1663 0.003 -0.001 0.000
H -0.1627 6.2388 -3.9025 0.000 -0.001 -0.002
H 0.0103 2.2403 -2.3759 -0.001 0.000 0.005

180
Properties=species:S:1:pos:R:3:forces:R:3 method="wB97M-V/def2-TZVPD" homo_ha=-0.283 lumo_energy_ev=0.29 total_energy_ev=-79149.7264 smiles=CC1(C)CCCC(C)(C)N1O.CC1(C)CCCC(C)(C)N1O.CC1(C)CCCC(C)(C)N1O.CC1(C)CCCC(C)(C)N1O.CC(C)O.CC(C)O.CC(C)O.CC(C)O.CC(C)O relative_energy_ev=1.583 orbital_gap_ev=8.01
C -3.3164 2.7695 -1.3482 -1.008 -0.348 -1.509
C -4.1936 2.5365 -2.5981 0.829 -0.591 -0.519
C -3.5603 1.6268 -3.6611 0.820 0.977 0.017
O -5.3461 1.8176 -2.2362 -1.238 -0.212 0.341
H -3.8956 3.4360 -0.7091 0.561 0.248 0.101
H -2.3873 3.1666 -1.7569 0.228 0.169 0.779
H -3.2205 1.8098 -0.8404 0.415 0.048 0.052
H -4.4381 3.4985 -3.0484 -0.176 0.124 -0.025
H -3.4530 0.6319 -3.2290 0.059 -0.124 -0.319
H -2.5913 2.0145 -3.9753 0.435 -0.122 0.439
H -4.0692 1.6313 -4.6250 -0.699 -0.317 0.369
H -6.0691 2.4120 -2.0230 -0.034 -0.002 0.148
C -1.2569 -4.9237 1.7494 0.737 0.084 -0.719
C -0.2159 -5.0546 0.5375 -2.102 0.307 1.391
C 0.2050 -6.4509 0.1700 0.737 -0.540 -0.621
O -0.8433 -4.4433 -0.5844 0.643 -0.558 -0.648
H -1.1771 -3.9484 2.2296 0.428 0.089 0.067
H -1.1321 -5.6913 2.5132 0.026 -0.046 -0.051
H -2.2881 -4.8976 1.3972 0.057 -0.568 -0.330
H 0.6961 -4.5390 0.8382 0.099 0.341 -0.099
H 0.5604 -7.0202 1.0288 -0.162 0.091 0.136
H 1.0603 -6.3762 -0.5015 0.277 0.155 0.007
H -0.4610 -7.0776 -0.4232 -0.711 0.304 0.395
H -1.0119 -3.5096 -0.4386 -0.130 0.582 0.339
C 0.3382 -1.2230 1.1399 -0.504 0.107 -0.167
C -0.8052 -0.6206 0.2532 1.957 -0.818 0.958
C -0.1870 0.0335 -0.9219 0.831 1.082 -1.251
O -1.6530 -1.6993 -0.0969 0.128 0.380 0.386
H 1.1166 -0.5018 1.3891 -0.260 0.344 0.083
H 0.8888 -2.0221 0.6434 -0.281 -0.169 -0.433
H -0.0531 -1.6470 2.0646 -0.146 0.131 0.010
H -1.2449 0.2013 0.8180 -0.871 -0.310 0.390
H 0.3905 0.8965 -0.5906 0.411 -0.048 0.298
H -0.8516 0.5341 -1.6260 -0.622 -0.456 -0.100
H 0.4824 -0.6160 -1.4860 -0.053 -0.162 -0.001
H -2.3612 -1.3265 -0.6271 -0.741 -0.101 -0.202
C -5.9939 -1.8600 -2.4560 0.871 0.088 0.470
C -5.4026 -1.8465 -1.0136 -0.312 -0.162 -0.585
C -4.7610 -3.1026 -0.4534 -0.419 -0.095 -0.234
O -4.3860 -0.8331 -0.9582 0.115 -0.182 0.232
H -6.4988 -0.9072 -2.6155 -0.387 -0.095 0.066
H -6.6357 -2.7059 -2.7021 -0.119 0.098 0.293
H -5.1848 -1.8406 -3.1861 0.171 -0.266 0.075
H -6.2200 -1.6033 -0.3348 -0.146 0.377 0.135
H -3.8541 -3.3272 -1.0148 0.085 -0.211 0.246
H -5.4399 -3.9553 -0.4597 -0.091 -0.043 -0.476
H -4.5836 -2.9653 0.6133 0.549 0.226 -0.114
H -4.6665 -0.0930 -1.5015 -0.265 0.407 -0.058
C 1.6130 -3.5891 3.6863 0.021 0.271 0.388
C 2.9137 -3.1254 3.0364 -0.464 -0.180 -0.287
C 3.5453 -1.8633 3.5794 -0.518 0.326 -0.150
O 3.9005 -4.1184 3.0331 0.442 -1.081 -0.338
H 1.1481 -4.3866 3.1067 0.222 -0.091 0.006
H 0.8989 -2.7655 3.6865 -0.014 0.052 0.181
H 1.7399 -3.9398 4.7105 0.066 0.046 0.171
H 2.5643 -3.0413 2.0073 0.689 0.496 -0.429
H 4.4543 -1.5553 3.0627 -0.104 -0.329 -0.344
H 3.8637 -2.0402 4.6068 -0.352 0.229 0.245
H 2.8254 -1.0520 3.4724 0.050 0.264 0.492
H 3.9593 -4.5136 3.9059 -0.008 -0.013 0.137
C 1.6242 -4.1951 -5.3883 0.100 -0.250 -0.700
C 1.1299 -3.3782 -4.2086 0.546 1.025 -0.674
C 1.3009 -1.8758 -4.4875 -0.767 -0.050 -0.951
C 0.3749 -1.3761 -5.6561 1.049 0.247 2.051
C -1.0613 -1.6174 -5.2477 -0.135 -0.432 -0.458
C -1.3687 -3.0483 -4.7363 -0.227 -0.478 -0.887
N -0.2938 -3.5355 -3.8661 1.098 1.626 0.350
O -0.5266 -4.8043 -3.3764 -0.368 -1.021 -0.454
C -2.6259 -2.9655 -3.8531 -0.098 0.167 0.157
C -1.5990 -3.9782 -5.9471 -0.407 0.139 -0.154
C 2.0339 -3.6986 -3.0164 -0.425 -0.998 0.278
H 1.1987 -3.9138 -6.3516 -0.575 -0.203 0.198
H 1.4619 -5.2504 -5.1688 0.001 -0.071 -0.307
H 2.6763 -4.0255 -5.6172 0.346 -0.097 0.651
H 0.9864 -1.4253 -3.5460 -0.131 0.515 -0.085
H 2.3281 -1.5584 -4.6670 0.202 -0.405 -0.034
H 0.5919 -1.7814 -6.6444 0.187 -0.324 0.197
H 0.5894 -0.3089 -5.7136 -0.298 0.199 -0.273
H -1.6016 -1.4425 -6.1781 -0.775 -0.084 0.249
H -1.4340 -0.9290 -4.4892 0.346 0.310 -0.001
H -3.4853 -2.4123 -4.2320 0.279 0.127 -0.831
H -3.0454 -3.9360 -3.5881 0.405 -0.098 0.266
H -2.3241 -2.3813 -2.9837 -0.041 -0.346 0.424
H -2.5172 -3.6869 -6.4571 -0.223 0.037 0.063
H -0.8250 -3.8943 -6.7100 0.154 -0.050 0.209
H -1.7113 -5.0221 -5.6543 0.157 0.030 0.110
H 1.5563 -3.4214 -2.0766 0.223 0.622 0.072
H 3.0386 -3.3031 -3.1661 -0.195 0.405 0.166
H 2.1897 -4.7699 -2.8889 -0.158 -0.249 -0.268
H -0.5756 -4.6433 -2.4313 -0.197 -0.338 0.755
C 1.6629 6.9873 3.3136 -0.452 -1.225 -0.087
C 0.9748 5.6145 3.7252 -1.799 0.436 -1.901
C -0.4025 5.4917 2.9180 1.038 0.244 0.755
C -0.2412 5.1977 1.4283 -0.261 -0.103 1.410
C 0.4624 3.8454 1.2360 -0.311 2.058 1.288
C 1.8344 3.8252 1.9776 -0.408 -0.604 -2.103
N 1.7171 4.3945 3.3342 -1.130 -0.567 1.125
O 2.9084 4.3166 4.0801 0.045 -0.114 -0.572
C 2.1776 2.2944 1.9850 -0.142 0.882 1.850
C 2.8421 4.5457 1.1238 0.549 0.777 -0.519
C 0.5860 5.6623 5.2165 0.220 -0.653 -0.414
H 1.0497 7.8292 3.6352 0.117 -0.069 0.288
H 1.7339 7.0707 2.2291 0.117 -0.072 0.014
H 2.6674 7.0563 3.7310 -0.015 0.193 0.121
H -1.0290 4.6965 3.3219 0.385 -0.335 0.365
H -0.9938 6.3765 3.1541 0.117 0.385 -0.388
H 0.3056 6.0135 0.9555 -0.347 -0.020 -0.418
H -1.2740 5.0665 1.1053 0.073 0.462 -0.817
H 0.5125 3.7953 0.1483 0.529 -1.041 0.106
H -0.1928 3.1239 1.7240 0.005 -0.449 -0.470
H 3.2144 2.0563 2.2225 0.074 0.198 -0.030
H 1.5748 2.0362 2.8557 0.010 -0.950 0.005
H 1.8703 1.7127 1.1159 -0.119 0.498 -0.145
H 3.8201 4.4836 1.6012 0.198 0.161 -0.201
H 2.9169 4.1606 0.1069 0.092 -0.601 0.164
H 2.5848 5.5848 0.9186 0.037 0.238 0.472
H -0.0325 4.8005 5.4670 0.376 -0.397 0.032
H -0.0919 6.4885 5.4306 0.376 0.431 -0.219
H 1.4734 5.6973 5.8485 -0.171 0.035 0.123
H 3.4232 5.0275 3.6913 0.778 0.213 0.168
C 5.3897 0.5366 -4.2381 0.339 -1.545 -0.593
C 6.0835 1.1443 -3.0303 -0.803 1.646 -0.604
C 5.1157 2.2612 -2.5739 0.095 -0.253 1.355
C 3.9562 1.7532 -1.7366 -0.145 -0.551 0.794
C 4.3882 0.8456 -0.5527 1.166 1.556 -2.259
C 5.4202 -0.2421 -1.0354 -1.349 -0.965 2.266
N 6.4731 0.2251 -1.9397 -1.971 2.121 0.184
O 7.3653 -0.7643 -2.4110 -0.422 0.088 0.485
C 6.0956 -0.6723 0.3184 -0.129 -0.541 -1.211
C 4.5226 -1.4045 -1.5876 1.626 0.143 -0.021
C 7.3701 1.8736 -3.4207 0.879 -0.610 0.602
H 5.9389 -0.3459 -4.5662 0.273 0.016 -0.301
H 5.2924 1.2224 -5.0797 0.267 0.156 0.120
H 4.3932 0.1291 -4.0677 -0.138 0.311 0.438
H 5.7379 2.9889 -2.0529 -0.259 0.192 0.461
H 4.6295 2.7972 -3.3890 0.598 -0.161 -0.495
H 3.2740 1.2221 -2.4005 -0.250 -0.004 0.019
H 3.4324 2.5934 -1.2808 -0.292 0.090 -0.316
H 3.5081 0.4363 -0.0566 0.286 -0.437 -0.039
H 4.8486 1.5790 0.1092 0.340 -0.350 0.495
H 6.5980 -1.6143 0.0985 0.268 -0.084 0.491
H 6.8003 0.0701 0.6930 0.074 0.070 -0.306
H 5.3568 -0.8193 1.1063 -0.131 -0.190 -0.192
H 3.8344 -1.0090 -2.3347 -0.271 -0.276 0.266
H 5.1767 -2.1343 -2.0647 0.049 -0.019 -0.323
H 4.0680 -1.9773 -0.7793 -0.467 0.402 0.012
H 7.8982 2.1868 -2.5201 -0.113 -0.334 0.508
H 7.3315 2.8452 -3.9131 -0.558 -0.525 -0.939
H 7.9998 1.0961 -3.8532 0.335 0.609 -0.710
H 8.1302 -0.4163 -1.9469 0.609 -0.619 -0.204
C -1.7187 1.6206 4.0955 1.064 -0.974 0.992
C -3.1048 2.0782 4.4613 0.403 0.100 0.578
C -3.5718 3.0046 3.3837 -1.212 -0.108 -2.704
C -4.0457 2.2731 2.0631 -0.908 -0.260 1.831
C -5.1594 1.2286 2.3846 1.614 -0.006 0.720
C -4.6784 0.2181 3.5074 -0.708 0.299 -0.911
N -4.0384 0.9320 4.6194 -0.634 0.918 1.088
O -3.6248 -0.0205 5.6550 0.216 1.043 -1.203
C -5.9455 -0.4583 4.0828 0.637 -0.143 -0.139
C -3.7949 -0.8300 2.8527 -0.221 -0.276 -0.300
C -3.0292 3.0359 5.7343 -1.512 -1.215 -0.288
H -1.3228 1.2747 5.0504 0.636 -0.189 -0.143
H -1.0586 2.3939 3.7026 -0.102 0.169 0.164
H -1.6710 0.7584 3.4304 -0.267 0.101 -0.169
H -4.3331 3.6778 3.7777 -0.248 0.001 -0.276
H -2.7398 3.5952 3.0003 0.098 0.302 0.655
H -3.1973 1.7376 1.6371 0.135 -0.069 0.020
H -4.3810 2.9572 1.2835 -0.038 0.204 0.299
H -5.2837 0.6923 1.4438 -0.515 -0.400 0.193
H -6.1036 1.6274 2.7552 0.062 0.515 -0.367
H -6.6042 0.2781 4.5433 0.109 -0.031 0.196
H -6.5170 -0.9896 3.3218 0.107 0.087 -0.228
H -5.6011 -1.2113 4.7917 -0.323 0.040 0.236
H -4.4143 -1.4851 2.2402 -0.133 -0.095 0.064
H -3.1225 -0.3736 2.1263 0.419 -0.125 0.310
H -3.3054 -1.4498 3.6039 0.311 0.125 -0.138
H -2.6070 3.9978 5.4431 0.481 -0.237 0.238
H -2.6844 2.6088 6.6760 0.989 -0.118 -0.390
H -4.0548 3.2484 6.0361 -0.393 0.209 -0.410
H -4.3126 0.1024 6.3133 -0.048 0.031 0.140

15
Properties=species:S:1:pos:R:3:forces:R:3 method="wB97M-V/def2-TZVPD" homo_ha="-0.587 / -0.617" spin_multiplicity=3 s_squared=2.00 lumo_energy_ev="-9.33 / -11.92" total_energy_ev=-42931.7152 total_charge=+2 orbital_gap_ev="6.65 / 4.88"
O -2.3353 1.2905 -0.5192 -1.399 0.390 -2.667
C -1.8897 0.3437 0.1893 0.296 -0.607 2.966
O -2.0313 0.1191 1.3759 0.221 0.199 -1.312
O -1.0729 -0.4876 -0.5719 0.269 0.071 -1.301
C -0.2056 -1.3744 0.0920 -0.160 -0.971 -0.180
Yb -3.0778 0.7728 -2.6572 0.535 0.359 1.768
H -0.7600 -1.9953 0.8046 0.233 0.170 -0.047
H 0.2422 -1.9940 -0.6912 -0.079 0.058 0.245
C 0.8822 -0.6164 0.8654 -0.613 1.898 1.842
C 1.6008 0.3659 0.1681 -1.800 -5.237 2.290
C 2.1497 1.3215 -0.4709 1.863 4.365 -3.508
H 1.5393 -1.2565 1.4733 0.055 -0.265 -0.393
H 0.3650 0.0596 1.6049 -0.257 -1.028 0.124
H 1.8089 2.3551 -0.3246 0.474 0.175 -0.017
H 2.7845 1.0960 -1.3385 0.361 0.424 0.189